78
Properties=species:S:1:pos:R:3 method="wB97M-V/def2-TZVPD" total_charge=-2 homo_energy_ev=-1.1970 homo_lumo_gap_ev=4.814 total_energy_ev=-87375.3348 e_above_lowest_kj_mol=10.3
K -0.65074 0.03073 0.27011
C 1.54673 -0.27333 2.68213
N 1.48527 0.87570 1.79556
C 0.63553 1.90698 2.35752
C 0.29018 3.03988 1.38398
N -0.79706 2.74039 0.47666
C -2.09226 2.70324 1.13542
C -0.79557 3.45483 -0.75046
C -0.14207 4.67230 -0.89589
C -0.08684 5.34920 -2.10646
C -0.70091 4.80125 -3.21826
C -1.36995 3.60472 -3.09777
C -1.45575 2.91276 -1.88427
S -2.38457 1.47126 -1.86978
C 2.75943 1.24352 1.30713
C 3.38531 2.43234 1.66664
C 4.63673 2.78841 1.18130
C 5.30500 1.93137 0.32433
C 4.70329 0.75062 -0.05469
C 3.43086 0.38249 0.39598
S 2.77821 -1.08945 -0.20839
H 2.03376 -0.01601 3.63978
H 2.10081 -1.07493 2.20135
H 0.54497 -0.63101 2.89104
H 1.08417 2.35859 3.26605
H -0.28575 1.41924 2.67284
H 1.18438 3.25596 0.79663
H 0.06151 3.93745 1.99698
H -2.27014 3.61109 1.73743
H -2.17596 1.83813 1.79080
H -2.87460 2.62055 0.38585
H 0.33820 5.12987 -0.03969
H 0.42750 6.29998 -2.17015
H -0.67033 5.31404 -4.17223
H -1.85592 3.16564 -3.95823
H 2.90515 3.11386 2.35827
H 5.08407 3.72937 1.48051
H 6.29791 2.17808 -0.03600
H 5.20101 0.07474 -0.73784
O -3.37455 -7.61919 -1.30437
C -3.32593 -6.59798 -0.38192
O -3.88086 -6.76341 0.68211
C -2.61947 -5.39128 -0.79265
C -2.84164 -4.21046 -0.05896
C -2.23307 -3.03273 -0.39341
C -1.36361 -2.95622 -1.50115
C -1.12284 -4.14660 -2.22263
C -1.72384 -5.32999 -1.87320
N -0.72965 -1.78859 -1.73273
C -0.27178 -1.38491 -2.86180
C 0.54673 -0.21361 -2.97792
C 1.10027 0.13864 -4.22137
C 1.87091 1.27426 -4.32429
C 2.09075 2.03053 -3.17980
C 1.52790 1.59290 -1.99154
N 0.78573 0.51435 -1.87804
H -2.98102 -7.31774 -2.13211
H -3.51705 -4.26334 0.78106
H -2.39449 -2.13861 0.18920
H -0.41229 -4.13052 -3.03693
H -1.44667 -6.22427 -2.42528
H -0.50025 -1.89423 -3.81096
H 0.91873 -0.48352 -5.08650
H 2.30325 1.57013 -5.27332
H 2.67902 2.93438 -3.20756
H 1.70683 2.14299 -1.07963
N -0.25116 -3.18632 2.81470
C -1.42214 -3.30692 3.66848
C -1.79543 -1.93930 4.23499
C -2.36628 -0.98251 3.13953
O -3.51501 -0.56760 3.29795
O -1.58681 -0.69693 2.19574
H -0.42164 -2.40517 2.18211
H -0.13435 -4.01966 2.24439
H -1.16624 -3.99328 4.49167
H -2.29813 -3.73563 3.15256
H -0.89827 -1.48382 4.66115
H -2.54721 -2.04771 5.01825